1.
DFT (the ωB97M-V functional and the def2-TZVPD basis) results for an isolated molecule of C3H5N5O2 in a non-equilibrium geometry.

Each line ends with the Löwdin charge.
CARTESIAN COORDINATES (ANGSTROEM)
N1 0.664 -1.337 1.961  0.14
C1 0.338 -0.243 1.300  -0.40
N2 0.405 0.969 1.749  0.04
N3 -0.047 1.871 0.787  0.06
C2 -0.260 1.239 -0.306  -0.37
N4 -0.489 1.739 -1.611  0.13
C3 -0.227 -0.267 -0.189  -0.01
N5 0.711 -0.948 -1.233  -0.36
O1 0.357 -0.796 -2.354  0.09
O2 1.737 -1.450 -0.862  0.11
H1 0.833 -2.287 1.651  0.11
H2 0.980 -1.235 2.942  0.13
H3 -0.719 1.120 -2.307  0.03
H4 -1.100 2.554 -1.489  0.11
H5 -1.207 -0.843 -0.045  0.19

Results
- Charge: 0
- Energy above the lowest of the compared OMol25 structures with the same formula, charge and spin: 345.3 kJ/mol
- Calculated total energy: -14732.9969 eV
- SMILES: NC1=NN=C(N)C1[N+](=O)[O-]
- E_LUMO: -0.145 eV
- Kohn-Sham gap: 8.19 eV
- Multiplicity: 1

---

2.
DFT (the ωB97M-V functional and the def2-TZVPD basis) results for C52H44BrCl3F5N4O2S2SiTi as an isolated structure in a non-equilibrium geometry.

Each line ends with the Löwdin charge.
CARTESIAN COORDINATES (ANGSTROEM)
Ti1 0.711 0.859 -0.089  0.79
C1 -6.407 1.733 -0.931  -0.04
C2 -5.464 0.695 -0.301  -0.54
C3 -4.843 -0.107 -1.446  -0.05
C4 -6.270 -0.263 0.587  -0.04
C5 -4.418 1.417 0.544  -0.17
C6 -4.847 2.284 1.559  -0.05
C7 -3.954 2.972 2.352  -0.08
C8 -2.598 2.813 2.112  -0.45
S1 -1.268 3.577 2.915  1.14
C9 -0.176 2.776 1.822  -0.52
N1 -0.748 1.978 0.941  0.01
C10 -2.128 1.973 1.095  -0.27
C11 -3.058 1.256 0.338  -0.01
C12 1.235 3.037 1.774  -0.33
C13 1.866 4.009 2.558  -0.06
C14 3.199 4.285 2.352  -0.10
C15 3.900 3.607 1.355  -0.09
C16 3.272 2.633 0.600  -0.13
C17 1.936 2.287 0.805  -0.29
H1 -7.139 1.229 -1.567  0.09
H2 -5.839 2.433 -1.545  0.09
H3 -6.950 2.299 -0.176  0.08
H4 -5.635 -0.592 -2.019  0.09
H5 -4.173 -0.890 -1.083  0.07
H6 -4.296 0.551 -2.121  0.06
H7 -7.050 -0.752 -0.001  0.09
H8 -6.750 0.268 1.410  0.08
H9 -5.625 -1.038 1.006  0.08
H10 -5.905 2.424 1.742  0.11
H11 -4.298 3.629 3.140  0.12
H12 -2.685 0.568 -0.402  0.07
H13 1.294 4.542 3.310  0.10
H14 3.702 5.032 2.953  0.10
H15 4.947 3.833 1.184  0.10
H16 3.825 2.132 -0.185  0.09
C18 -0.835 -3.496 -2.804  -0.02
C19 -1.054 -2.012 -2.853  -0.24
C20 -1.848 -1.398 -3.810  0.00
C21 -2.042 -0.029 -3.748  -0.11
C22 -1.452 0.679 -2.716  -0.68
Br1 -1.903 2.517 -2.564  0.92
N2 -0.661 0.125 -1.794  0.00
C23 -0.467 -1.200 -1.893  -0.13
H17 -1.245 -3.987 -3.686  0.08
H18 -1.316 -3.914 -1.919  0.07
H19 0.228 -3.732 -2.726  0.08
H20 -2.327 -1.978 -4.589  0.12
H21 -2.657 0.487 -4.470  0.10
H22 0.182 -1.646 -1.145  0.05
F1 0.375 4.353 -0.471  0.08
C24 1.118 3.798 -1.451  -0.27
C25 1.088 2.413 -1.620  -0.12
C26 1.760 2.025 -2.772  -0.23
F2 1.664 0.739 -3.200  0.05
C27 2.506 2.854 -3.596  -0.15
F3 3.172 2.359 -4.652  0.10
C28 2.570 4.199 -3.304  -0.14
F4 3.304 5.025 -4.057  0.11
C29 1.833 4.680 -2.236  -0.14
F5 1.846 5.994 -1.967  0.11
Cl1 1.425 -2.949 0.693  -0.09
Si1 1.922 -0.024 2.649  0.20
Cl2 2.390 -1.750 3.764  0.13
Cl3 3.474 1.109 3.540  0.25
C30 6.203 -2.121 -2.248  0.02
N3 4.794 -1.848 -2.095  -0.04
N4 4.286 -0.989 -1.143  0.09
C31 2.938 -0.848 -1.349  -0.35
O1 2.194 -0.074 -0.663  -0.17
C32 2.639 -1.619 -2.497  0.05
C33 3.798 -2.194 -2.931  -0.23
C34 4.057 -3.023 -4.137  0.00
C35 5.072 -0.687 0.008  -0.22
C36 4.922 -1.486 1.132  -0.03
C37 5.746 -1.275 2.226  -0.09
C38 6.705 -0.274 2.190  -0.08
C39 6.839 0.527 1.064  -0.07
C40 6.024 0.322 -0.037  -0.03
H23 6.729 -1.809 -1.352  0.09
H24 6.615 -1.583 -3.106  0.10
H25 6.355 -3.191 -2.386  0.10
H26 1.671 -1.718 -2.947  0.10
H27 3.134 -3.168 -4.691  0.09
H28 4.465 -3.999 -3.870  0.09
H29 4.780 -2.527 -4.789  0.09
H30 4.160 -2.257 1.134  0.08
H31 5.631 -1.890 3.108  0.11
H32 7.348 -0.115 3.046  0.11
H33 7.586 1.309 1.041  0.11
H34 6.130 0.934 -0.924  0.13
O2 -0.663 -0.611 0.797  -0.64
S2 -0.602 -1.631 1.920  0.79
C41 -1.821 -0.926 3.097  -0.31
C42 -3.140 -0.653 2.767  -0.06
C43 -3.947 0.031 3.661  -0.07
C44 -3.438 0.457 4.880  -0.07
C45 -2.129 0.160 5.225  -0.07
C46 -1.324 -0.540 4.336  -0.09
C47 -1.697 -2.951 1.392  -0.39
C48 -2.536 -2.781 0.307  -0.10
C49 -3.420 -3.795 -0.034  -0.08
C50 -3.435 -4.974 0.699  -0.08
C51 -2.561 -5.147 1.764  -0.07
C52 -1.686 -4.132 2.117  -0.07
H35 -3.540 -0.967 1.813  0.09
H36 -4.974 0.246 3.395  0.10
H37 -4.061 1.026 5.559  0.11
H38 -1.722 0.477 6.176  0.11
H39 -0.305 -0.786 4.609  0.07
H40 -2.479 -1.862 -0.264  0.08
H41 -4.093 -3.667 -0.873  0.11
H42 -4.121 -5.767 0.430  0.10
H43 -2.556 -6.076 2.318  0.11
H44 -0.985 -4.256 2.933  0.12

Results
- Charge: 0
- Energy above the lowest of the compared OMol25 structures with the same formula, charge and spin: 70.1 kJ/mol
- Calculated total energy: -238557.4976 eV
- <S²>: 0.755
- E_LUMO (alpha / beta): -0.479 / -0.485 eV
- Kohn-Sham gap (alpha / beta): 5.99 / 7.25 eV
- Multiplicity: 2

---

3.
DFT (the ωB97M-V functional and the def2-TZVPD basis) results for C21H35AlIN4O2S as an isolated structure.

Each line ends with the Löwdin charge.
CARTESIAN COORDINATES (ANGSTROEM)
C1 2.185 -0.567 1.095  -0.18
C2 0.872 -1.354 1.045  -0.80
I1 -0.173 -0.888 -0.800  0.85
C3 -0.050 -1.141 2.239  -0.34
Al1 -1.383 0.379 2.397  0.30
C4 -3.049 -0.065 1.361  -0.32
C5 -3.873 -1.087 1.860  -0.12
C6 -5.005 -1.489 1.174  -0.11
C7 -5.322 -0.853 -0.012  -0.10
C8 -4.485 0.170 -0.438  -0.18
N1 -3.393 0.547 0.210  0.03
S1 -0.529 2.525 1.800  0.49
C9 1.188 2.672 2.356  -0.20
O1 -1.257 3.494 2.638  -0.48
O2 -0.477 2.814 0.364  -0.47
H1 2.148 0.352 0.509  0.04
H2 2.415 -0.305 2.131  0.07
H3 3.005 -1.173 0.701  0.05
H4 1.097 -2.412 0.902  0.05
H5 -0.702 -2.022 2.325  0.05
H6 0.587 -1.138 3.134  0.05
H7 -1.751 0.533 3.956  -0.05
H8 -3.606 -1.566 2.798  0.09
H9 -5.631 -2.290 1.557  0.09
H10 -6.195 -1.126 -0.596  0.09
H11 -4.710 0.706 -1.358  0.09
H12 1.427 1.833 3.014  0.04
H13 1.830 2.637 1.477  0.04
H14 1.275 3.618 2.888  0.04
C10 0.616 -5.246 -2.512  -0.11
C11 -0.859 -5.555 -2.736  -0.26
C12 -1.754 -4.823 -1.729  -0.20
C13 -1.450 -5.225 -0.356  -0.24
N2 -1.211 -5.598 0.706  0.15
H15 0.947 -5.586 -1.530  0.08
H16 1.238 -5.732 -3.265  0.07
H17 0.790 -4.170 -2.558  0.04
H18 -1.034 -6.630 -2.668  0.11
H19 -1.160 -5.244 -3.739  0.11
H20 -2.808 -5.030 -1.914  0.12
H21 -1.601 -3.745 -1.821  0.07
C14 -1.228 6.631 1.697  -0.10
C15 -0.167 7.188 2.631  -0.26
C16 -0.418 8.641 3.054  -0.20
C17 -0.409 9.577 1.928  -0.25
N3 -0.402 10.316 1.047  0.13
H22 -1.258 7.176 0.751  0.07
H23 -1.023 5.582 1.494  0.04
H24 -2.217 6.685 2.156  0.08
H25 0.821 7.117 2.169  0.11
H26 -0.136 6.581 3.538  0.11
H27 0.341 8.977 3.763  0.11
H28 -1.388 8.723 3.547  0.12
C18 5.403 -2.796 -4.261  -0.11
C19 3.918 -3.089 -4.425  -0.26
C20 3.055 -2.410 -3.355  -0.20
C21 3.402 -2.864 -2.009  -0.24
N4 3.708 -3.241 -0.967  0.17
H29 5.773 -3.172 -3.306  0.07
H30 5.982 -3.269 -5.055  0.07
H31 5.597 -1.723 -4.297  0.08
H32 3.743 -4.167 -4.390  0.11
H33 3.574 -2.742 -5.401  0.11
H34 1.998 -2.618 -3.519  0.09
H35 3.177 -1.326 -3.392  0.12

Results
- Charge: -1
- Calculated total energy: -57934.5323 eV
- E_LUMO: 2.095 eV
- Kohn-Sham gap: 7.50 eV
- Multiplicity: 1

---

4.
DFT (the ωB97M-V functional and the def2-TZVPD basis) results for C4H6NO4 as an isolated structure in a non-equilibrium geometry.

Each line ends with the Löwdin charge.
CARTESIAN COORDINATES (ANGSTROEM)
C1 -0.259 -0.920 -1.775  -0.13
C2 -1.485 0.028 1.472  -0.62
C3 1.775 0.344 -0.091  -0.05
C4 0.224 0.308 -0.293  -0.64
N1 -0.467 -0.482 0.726  0.11
O1 -1.951 -0.575 2.414  0.01
O2 0.081 -2.095 -1.731  -0.07
O3 -2.072 1.216 1.097  0.04
O4 -0.208 1.466 -0.493  -0.13
H1 -0.733 -0.329 -2.596  0.07
H2 2.298 -0.575 0.157  0.04
H3 2.048 0.907 0.864  0.09
H4 2.383 0.651 -0.962  0.07
H5 -0.175 -1.501 0.854  0.18
H6 -1.460 1.556 0.356  0.04

Results
- Charge: -1
- Energy above the lowest of the compared OMol25 structures with the same formula, charge and spin: 224.3 kJ/mol
- Calculated total energy: -13925.7089 eV
- E_LUMO: 3.816 eV
- Kohn-Sham gap: 7.16 eV
- Multiplicity: 1

---

5.
DFT (the ωB97M-V functional and the def2-TZVPD basis) results for an isolated molecule of C2H7NO2Si in a non-equilibrium geometry.

Each line ends with the Löwdin charge.
CARTESIAN COORDINATES (ANGSTROEM)
C1 -0.199 0.995 -1.408  -0.15
Si1 0.061 0.096 0.329  0.54
C2 -0.519 -1.676 0.576  -0.13
O1 -0.774 1.082 1.470  -0.15
N1 1.786 -0.221 -0.254  -0.14
O2 2.809 0.199 0.260  -0.09
H1 -1.247 0.731 -1.580  0.02
H2 -0.057 2.122 -1.290  0.05
H3 0.560 0.858 -2.112  -0.01
H4 -1.377 -1.579 -0.063  0.02
H5 0.158 -2.460 0.399  0.02
H6 -0.885 -1.717 1.564  0.01
H7 -0.315 1.571 2.107  0.01

Results
- Charge: 0
- Energy above the lowest of the compared OMol25 structures with the same formula, charge and spin: 333.0 kJ/mol
- Calculated total energy: -15648.4309 eV
- SMILES: C[Si](C)(O)N=O
- E_LUMO (alpha / beta): 0.101 / 0.105 eV
- Kohn-Sham gap (alpha / beta): 8.35 / 8.38 eV
- Multiplicity: 1